(1)
A single C15H14ClNO4 molecule, computed with wB97M-V/def2-TZVPD.

ORCA input file:
```
! RIJCOSX wB97M-V def2-TZVPD def2/J DEFGRID3
* xyz 0 1
C 2.2826 -0.5754 1.7067
C 1.1653 0.1940 2.4063
C 1.4554 0.1851 3.9142
C -0.2121 -0.4745 2.1886
C -0.5616 -0.2843 0.7018
N -1.1552 -1.2127 -0.0192
O -1.5367 -2.2532 0.5431
C -1.0942 -1.1981 -1.4200
C 0.1122 -0.9878 -2.0940
C 0.1929 -0.9977 -3.4885
C -0.9605 -1.1627 -4.2655
C -2.1695 -1.4213 -3.6147
Cl -3.6041 -1.7374 -4.5335
C -2.2448 -1.3867 -2.2059
C -0.2860 1.1063 0.2346
C 0.5279 1.9589 0.9058
O 1.1941 1.5815 2.0272
C 0.4274 3.2942 0.3101
O 1.1166 4.2395 0.6734
O -0.4310 3.2842 -0.7300
C -0.9319 1.9346 -0.8608
H 2.4085 -1.6137 2.0495
H 2.1837 -0.6113 0.5893
H 3.2298 -0.0711 1.8506
H 1.1084 1.0835 4.3707
H 1.0079 -0.6902 4.4053
H 2.5554 0.1694 4.0995
H -0.1917 -1.5241 2.5014
H -0.9368 0.0841 2.8048
H 0.9683 -0.7532 -1.4456
H 1.1594 -0.8281 -3.9702
H -0.8783 -1.1987 -5.3377
H -3.2039 -1.5520 -1.7274
H -2.0009 1.9020 -0.7160
H -0.6965 1.5168 -1.8538
*
```

Output
SMILES string ... CC1(C)C/C(=[N+](\[O-])c2cccc(Cl)c2)C2=C(O1)C(=O)OC2
HOMO energy ... -0.3083 hartree
HOMO-LUMO gap ... 7.73 eV
DFT total energy ... -37982.0306 eV
LUMO level ... -0.661 eV
Relative energy (zero: lowest compared OMol25 entry of this formula, charge and spin) ... 4.031 eV

***

(2)
An isolated ion of composition C3H2F3O3S and charge -1, computed with wB97M-V/def2-TZVPD.

ORCA input file:
```
! RIJCOSX wB97M-V def2-TZVPD def2/J DEFGRID3
* xyz -1 1
O 0.3872 -2.0141 -0.2925
C -0.4973 -1.2169 -0.4932
O -1.7288 -1.2687 -0.6654
C 0.0120 0.2932 -0.3549
O 1.5798 0.2332 -0.8128
S -0.8100 1.3499 -1.5064
C 0.2186 0.5945 1.1022
F 1.2958 -0.0511 1.5782
F 0.5370 1.9418 1.4347
F -0.7310 0.2447 1.9148
H 1.5477 -0.6776 -0.8248
H -1.8109 0.5711 -1.0798
*
```

Output
SMILES string ... O=C([O-])[C@@](O)(S)C(F)(F)F
HOMO energy ... -0.1934 hartree
HOMO-LUMO gap ... 8.60 eV
DFT total energy ... -28274.9598 eV
LUMO level ... 3.332 eV
Relative energy (zero: lowest compared OMol25 entry of this formula, charge and spin) ... 0.094 eV

***

(3)
A single C6H4O molecule, computed with wB97M-V/def2-TZVPD.

ORCA input file:
```
! RIJCOSX wB97M-V def2-TZVPD def2/J DEFGRID3
* xyz 0 1
C -1.8918 0.2417 -0.4326
C -0.5911 -1.5541 -1.3159
C -0.5436 -0.5244 -0.5121
C 0.4924 0.1694 0.3043
O 0.1258 1.1519 0.9162
C 1.8915 -0.2126 0.4448
C 3.0533 -0.2650 0.7682
H -1.8472 1.0882 -1.1229
H -2.0500 0.6560 0.5718
H -2.7242 -0.4109 -0.6727
H 4.0849 -0.3404 1.0507
*
```

Output
HOMO energy ... -0.3912 hartree
HOMO-LUMO gap ... 9.77 eV
DFT total energy ... -8327.8737 eV
LUMO level ... -0.878 eV
Relative energy (zero: lowest compared OMol25 entry of this formula, charge and spin) ... 4.567 eV

***

(4)
C23H43AgF3LiO15PS5 as an isolated structure, computed with wB97M-V/def2-TZVPD.

ORCA input file:
```
! RIJCOSX wB97M-V def2-TZVPD def2/J DEFGRID3
* xyz 1 1
Li -0.5025 7.8098 15.7216
Ag 1.7638 8.8037 11.1392
O 1.3483 7.6845 15.2319
P 2.5981 7.9446 14.5335
O 2.6656 8.4336 13.1525
F 3.4698 6.6506 14.6407
F 3.4848 8.8966 15.4014
C 2.3072 11.3103 17.2078
C 2.2669 12.1006 15.8998
C 1.0313 11.6502 15.1788
S -0.1821 11.2214 16.4607
O -0.4895 9.8223 16.3190
O -1.2468 12.1848 16.4722
C 0.9314 11.4761 17.8337
H 3.0605 11.6066 17.9358
H 2.4556 10.2454 17.0078
H 3.1776 11.9190 15.3271
H 2.2583 13.1715 16.1163
H 1.1382 10.7206 14.6100
H 0.5114 12.3177 14.4933
H 0.6311 10.8138 18.6410
H 0.7460 12.5210 18.0904
C 1.2596 2.6833 14.2799
C 1.9773 3.2929 15.4869
C 1.0029 4.1308 16.3110
S -0.4480 4.3502 15.2866
O -0.7405 5.7680 15.1827
O -1.4665 3.4163 15.6568
C 0.3006 3.7381 13.7665
H 0.6946 1.7939 14.5761
H 1.9887 2.3528 13.5456
H 2.7948 3.9293 15.1441
H 2.4566 2.4869 16.0433
H 1.3931 5.1245 16.5177
H 0.6270 3.7137 17.2449
H 0.8745 4.5802 13.3591
H -0.5083 3.4670 13.0939
C 5.3267 6.1293 9.1380
C 6.1681 6.4014 10.3975
C 5.1695 6.5360 11.5552
S 3.8146 5.4157 11.1676
O 2.5785 6.1665 11.0362
O 3.8459 4.2591 12.0168
C 4.4082 4.9895 9.5330
H 5.9221 5.8346 8.2750
H 4.7139 6.9793 8.8275
H 6.7105 7.3392 10.2792
H 6.8919 5.6002 10.5314
H 4.7996 7.5542 11.6286
H 5.6178 6.2628 12.5053
H 3.5603 4.7883 8.8774
H 4.9216 4.0289 9.6127
C 1.2532 8.7317 20.7154
C 2.5133 8.4036 19.8976
C 2.1575 7.7366 18.5605
S 0.5545 6.9971 18.8175
O 0.7416 5.6908 19.3841
O -0.2337 7.1324 17.6276
C 0.0055 8.1665 20.0523
H 1.1322 9.7925 20.9212
H 1.4017 8.2397 21.6762
H 3.1134 7.6581 20.4256
H 3.2114 9.2170 19.7075
H 2.7817 6.9323 18.1833
H 1.9880 8.4925 17.7916
H -0.7689 7.7066 20.6573
H -0.4583 8.9025 19.3855
C -3.4848 7.9456 11.1026
C -3.0741 6.4709 11.2911
C -2.2955 6.4065 12.5969
S -1.3113 7.8905 12.6264
O -0.0779 7.5976 11.9113
O -1.2218 8.4599 13.9435
C -2.3558 8.8763 11.5573
H -4.3789 8.1233 11.7029
H -3.7696 8.1757 10.0773
H -2.5070 6.1008 10.4376
H -3.9730 5.8628 11.3710
H -1.5839 5.5957 12.7194
H -2.9363 6.4465 13.4774
H -1.7138 9.1821 10.7302
H -2.7377 9.7787 12.0263
C 7.3838 6.4900 17.2966
C 6.2439 6.8473 16.3439
O 6.8312 6.7552 15.0715
C 8.1966 6.7121 15.1773
O 8.9386 6.8065 14.2657
O 8.5435 6.5017 16.4656
F 5.8583 8.1449 16.5513
H 7.2764 5.5079 17.7526
H 7.5045 7.2561 18.0586
H 5.3681 6.2068 16.2918
*
```

Output
HOMO energy ... -0.4552 hartree
HOMO-LUMO gap ... 8.81 eV
DFT total energy ... -131083.7160 eV
LUMO level ... -3.578 eV
Relative energy (zero: lowest compared OMol25 entry of this formula, charge and spin) ... 0.000 eV

***

(5)
C20H75N4O15P2 as an isolated structure, computed with wB97M-V/def2-TZVPD.

ORCA input file:
```
! RIJCOSX wB97M-V def2-TZVPD def2/J DEFGRID3
* xyz 1 1
C 6.4052 -4.1184 -0.5736
C 7.0451 -2.5870 -0.4195
O 5.9941 -1.7729 0.2384
C 6.4617 -0.3621 0.3230
C 5.1948 0.7204 0.4558
C 4.2857 0.5114 -0.8920
C 2.6398 0.5436 -0.5941
C 2.2111 -1.0084 -0.3041
N 0.7414 -1.3208 -0.4356
N -0.0188 -0.3727 -1.0956
P 0.6335 -2.8695 -1.3946
N 0.1148 -2.6167 -2.9069
P -0.0949 -1.6609 1.1190
N -1.8438 -2.0614 0.8030
O 0.5511 -3.0930 1.8813
H 5.4084 -4.1648 0.0803
H 6.2087 -4.3236 -1.7168
H 7.1612 -4.9323 -0.1412
H 7.3144 -2.2383 -1.5039
H 7.9842 -2.6387 0.2777
H 7.1135 -0.1069 -0.6408
H 7.1779 -0.2881 1.2458
H 5.6984 1.7974 0.3511
H 4.6182 0.6069 1.4680
H 4.5942 -0.4493 -1.5252
H 4.4935 1.4310 -1.6240
H 2.1670 1.0288 -1.5480
H 2.4962 1.1793 0.3900
H 2.5032 -1.2330 0.8315
H 2.9210 -1.7206 -0.9401
H 0.3702 -0.1497 -2.0573
H -0.9921 -0.7386 -1.3159
H 1.8960 -3.5617 -1.4594
H -0.3069 -3.7477 -0.7334
H 0.7958 -2.9545 -3.6235
H -1.9514 -2.4235 -0.1911
H -2.3577 -1.1301 0.7671
H 1.3164 -3.4629 1.3509
C -5.0039 0.5535 -0.6903
O -3.7164 0.6672 -0.1128
H -5.5872 -0.1718 -0.1181
H -5.5044 1.5245 -0.6612
H -4.9118 0.2097 -1.7234
H -3.2224 1.3169 -0.6413
C -1.8623 2.5541 2.1341
O -0.5206 2.3610 1.7260
H -1.8885 3.3095 2.9231
H -2.4569 2.8977 1.2841
H -2.2660 1.6145 2.5189
H -0.5291 1.6861 1.0260
C -5.5932 4.4107 3.2152
O -4.8170 3.9373 2.1301
H -5.2474 5.4100 3.4901
H -6.6438 4.4599 2.9188
H -5.4755 3.7392 4.0691
H -5.1465 3.0497 1.9087
C -3.8368 -1.5340 -4.4256
O -3.1278 -1.6220 -3.2034
H -4.8525 -1.1861 -4.2229
H -3.3361 -0.8237 -5.0881
H -3.8787 -2.5197 -4.8954
H -2.2311 -1.9329 -3.4149
C -0.8893 3.4986 5.7216
O -1.9731 3.9790 6.4954
H -0.6489 4.2349 4.9511
H -0.0186 3.3503 6.3650
H -1.1696 2.5554 5.2464
H -2.1635 3.3053 7.1701
C -2.7636 5.4839 -0.2440
O -3.1375 5.9073 1.0541
H -2.0535 6.2018 -0.6611
H -2.2918 4.5000 -0.1856
H -3.6492 5.4379 -0.8825
H -3.7675 5.2514 1.3983
C -1.0955 4.3352 -3.8311
O -1.4290 3.8093 -2.5598
H -1.2253 5.4199 -3.8121
H -0.0540 4.0991 -4.0624
H -1.7549 3.9050 -4.5889
H -1.3044 2.8461 -2.6073
C -3.5935 -5.4026 -0.5835
O -2.2611 -5.8513 -0.7495
H -4.1387 -5.5549 -1.5181
H -4.0749 -5.9742 0.2138
H -3.5923 -4.3387 -0.3343
H -1.8025 -5.7037 0.0951
C 9.8418 -6.5509 -0.6642
O 9.6957 -5.5394 -1.6439
H 8.8652 -7.0003 -0.4691
H 10.5270 -7.3189 -1.0314
H 10.2295 -6.1124 0.2585
H 10.5776 -5.1593 -1.7961
C -9.6977 4.8638 1.7470
O -8.6342 4.1960 2.4004
H -9.2829 5.5743 1.0281
H -10.3176 4.1348 1.2193
H -10.2980 5.4031 2.4838
H -9.0327 3.5729 3.0316
C -0.6281 -0.4395 -6.1084
O -0.7070 -0.2800 -4.7039
H -0.8077 0.5264 -6.5863
H 0.3677 -0.7983 -6.3799
H -1.3868 -1.1534 -6.4381
H -0.5436 -1.1527 -4.3075
C -2.8319 -5.9376 3.4612
O -2.9781 -4.9261 2.4816
H -3.8085 -6.3870 3.6564
H -2.1467 -6.7056 3.0941
H -2.4442 -5.4991 4.3840
H -2.0961 -4.5460 2.3294
C 7.5067 4.1026 1.8881
O 6.3274 3.4066 2.2469
H 8.0899 3.4837 1.2021
H 7.2414 5.0402 1.3934
H 8.0980 4.3056 2.7843
H 5.8310 3.9799 2.8554
*
```

Output
HOMO energy ... -0.3935 hartree
HOMO-LUMO gap ... 7.27 eV
DFT total energy ... -77188.0822 eV
LUMO level ... -3.436 eV

***

(6)
A 6-piece molecular cluster, C19H51ClN2O5P overall, computed with wB97M-V/def2-TZVPD.

ORCA input file:
```
! RIJCOSX wB97M-V def2-TZVPD def2/J DEFGRID3
* xyz 1 1
N 0.4769 1.6522 0.2917
P -0.3657 0.5297 0.9824
C 0.3071 -1.0900 0.3967
C 1.5832 -1.3750 1.2271
N 1.2993 -2.6883 1.9668
C -0.1943 -2.8842 1.9330
Cl -0.9289 -1.9833 3.2589
C -0.4934 -2.3873 0.5442
H -0.0757 2.2603 -0.3039
H -0.1997 0.5674 2.3764
H -1.7531 0.5731 0.7524
H 0.4847 -0.8752 -0.6547
H 2.4778 -1.5040 0.6254
H 1.7671 -0.6221 1.9908
H 1.7493 -3.4404 1.4336
H 1.6683 -2.6441 2.9151
H -0.4241 -3.9307 2.1120
H -1.5331 -2.3814 0.2317
H 0.0181 -3.1239 -0.0917
C 3.5884 2.8394 -3.2660
C 2.2625 3.5626 -3.0956
C 2.3692 4.7252 -2.1238
O 1.2441 2.6492 -2.6789
H 3.9173 2.4312 -2.3057
H 3.4882 2.0151 -3.9726
H 4.3630 3.5162 -3.6283
H 1.9238 3.9299 -4.0664
H 2.6542 4.3734 -1.1290
H 1.4080 5.2309 -2.0319
H 3.1126 5.4500 -2.4595
H 1.5009 2.2918 -1.8196
C -1.6534 -2.9652 -4.1609
C -2.2708 -2.2320 -2.9821
C -3.5564 -1.5181 -3.3514
O -1.3366 -1.2944 -2.4270
H -1.4137 -2.2579 -4.9589
H -0.7316 -3.4694 -3.8686
H -2.3427 -3.7074 -4.5642
H -2.4662 -2.9435 -2.1750
H -3.3637 -0.7690 -4.1242
H -3.9693 -1.0057 -2.4825
H -4.3014 -2.2152 -3.7367
H -1.1379 -0.6405 -3.1079
C 5.0461 -6.1514 0.4116
C 4.3944 -4.9653 1.0933
C 4.5653 -5.0001 2.6011
O 2.9914 -4.9071 0.7434
H 4.6028 -7.0856 0.7670
H 4.9109 -6.0986 -0.6677
H 6.1136 -6.1816 0.6273
H 4.8119 -4.0389 0.6959
H 4.1099 -5.9029 3.0167
H 4.0967 -4.1332 3.0728
H 5.6200 -5.0002 2.8733
H 2.5874 -5.7306 1.0440
C 0.2138 5.6274 3.1427
C 0.7138 5.7553 1.7122
C -0.4221 6.0353 0.7408
O 1.4351 4.5907 1.3229
H -0.4897 4.7923 3.2202
H 1.0444 5.4364 3.8220
H -0.3003 6.5333 3.4666
H 1.4440 6.5652 1.6570
H -1.1414 5.2101 0.7564
H -0.0411 6.1321 -0.2753
H -0.9530 6.9514 1.0029
H 0.8364 3.8329 1.3312
C -4.7604 -0.1719 2.1473
C -5.0439 0.6024 0.8683
C -6.4006 1.2831 0.9050
O -4.9397 -0.2651 -0.2633
H -5.5048 -0.9597 2.2892
H -3.7779 -0.6471 2.0991
H -4.7877 0.4806 3.0213
H -4.2657 1.3554 0.7221
H -7.1938 0.5379 1.0104
H -6.5749 1.8344 -0.0181
H -6.4728 1.9757 1.7440
H -5.6204 -0.9418 -0.1748
*
```

Output
HOMO energy ... -0.4234 hartree
HOMO-LUMO gap ... 8.67 eV
DFT total energy ... -55552.3741 eV
LUMO level ... -2.850 eV

***

(7)
An isolated ion of composition C6H4Cl3N2 and charge +1, computed with wB97M-V/def2-TZVPD.

ORCA input file:
```
! RIJCOSX wB97M-V def2-TZVPD def2/J DEFGRID3
* xyz 1 1
C 0.0075 -1.0515 -0.8974
C -0.8469 -0.2868 0.1238
Cl -2.4028 -0.9127 0.6936
C -0.4826 0.8978 0.6442
C 0.7705 1.4848 0.3904
C 1.8704 0.7806 -0.0818
Cl 3.3697 1.5930 -0.2247
C 1.9434 -0.7368 -0.2685
Cl 2.0888 -1.6506 1.2895
N 2.5149 -1.3834 -1.2458
N 3.1489 -1.9141 -1.9729
H -0.2249 -2.0235 -0.8398
H 0.0856 -0.8455 -1.9523
H -1.0722 1.4769 1.3403
H 0.8100 2.5035 0.6078
*
```

Output
SMILES string ... C=C(Cl)/C=C\C(Cl)=C(/Cl)[N+]#N
HOMO energy ... -0.4748 hartree
HOMO-LUMO gap ... 6.70 eV
DFT total energy ... -46822.2062 eV
LUMO level ... -6.220 eV
Relative energy (zero: lowest compared OMol25 entry of this formula, charge and spin) ... 4.150 eV

***

(8)
A single C15H14ClN3O3S2 molecule, computed with wB97M-V/def2-TZVPD.

ORCA input file:
```
! RIJCOSX wB97M-V def2-TZVPD def2/J DEFGRID3
* xyz 0 1
C 3.9919 -4.1745 0.3681
O 3.4608 -4.3732 1.5002
C 2.2898 -4.4835 1.8558
O 1.6310 -4.7633 1.0216
C 1.7277 -4.3617 3.3318
S 0.1549 -3.4168 3.6868
C 0.4669 -2.2794 2.4484
N 1.7259 -2.0262 1.5948
N 1.5309 -0.8576 1.0209
C 0.2323 -0.5938 0.9602
C -0.2787 0.4890 0.2331
S 0.2791 0.6635 -1.4070
C -0.8991 2.1947 -1.5137
C -0.8588 2.8417 -2.9294
C -1.7694 4.1008 -2.7355
O -2.0863 4.8549 -3.6960
C -1.5196 4.4163 -5.0722
C -2.5615 4.3426 -1.4339
C -1.9748 3.7654 -0.2067
C -1.3538 2.5924 -0.2740
C -0.8958 1.6388 0.8428
Cl -1.2787 2.0476 2.3973
N -0.2432 -1.2832 1.9622
C -1.6595 -1.2839 2.1046
H 4.9788 -4.1986 0.3263
H 3.5020 -3.2013 -0.1341
H 3.5143 -5.0917 -0.2463
H 2.5278 -3.7997 3.8747
H 1.6915 -5.2405 3.7609
H -0.4416 2.5946 -3.7148
H -1.8042 5.3472 -5.6734
H -0.2936 4.4403 -5.1008
H -1.7714 3.5105 -5.4093
H -2.9696 5.4453 -1.3243
H -2.6782 3.9508 0.5262
H -2.2338 -0.8214 1.4360
H -2.2454 -2.2647 2.3552
H -1.8888 -0.7211 3.2635
*
```

Output
SMILES string ... COC(=O)CSc1nnc(-c2sc3cc(OC)ccc3c2Cl)n1C
HOMO energy ... -0.2764 hartree
HOMO-LUMO gap ... 7.55 eV
DFT total energy ... -60575.0080 eV
LUMO level ... 0.031 eV
Relative energy (zero: lowest compared OMol25 entry of this formula, charge and spin) ... 14.177 eV

***

(9)
A 2-piece molecular cluster, C7H19ClN2Si overall, computed with wB97M-V/def2-TZVPD.

ORCA input file:
```
! RIJCOSX wB97M-V def2-TZVPD def2/J DEFGRID3
* xyz 0 1
C -1.2395 2.3631 -0.9329
C 0.3637 1.1777 -2.5324
C 2.8353 -0.2630 0.5469
C 1.4427 -0.2214 2.5272
C -0.6293 -2.6244 -0.0505
C -2.5884 -1.1154 0.0173
C 0.0511 1.5762 -0.9577
N 1.5012 -0.4804 1.0393
N -1.1046 -1.2898 0.3168
Si 0.0296 -0.0737 0.1966
Cl -1.9422 1.4413 2.7885
H -1.4354 2.8347 -0.0239
H -0.9191 3.2050 -1.5482
H -2.0801 1.8971 -1.4383
H -0.4258 0.5751 -2.8988
H 1.2786 0.5476 -2.4596
H 0.6192 2.0149 -3.2213
H 3.4801 -0.9372 0.9238
H 2.8596 -0.5457 -0.5171
H 3.0363 0.7671 0.6274
H 0.8919 -1.1363 3.0328
H 2.4298 -0.2215 2.9219
H 1.0402 0.7307 2.7190
H 0.4104 -2.7610 0.2950
H -1.2039 -3.3239 0.4657
H -0.7081 -2.9634 -1.0986
H -2.6362 -1.2100 -1.0749
H -3.1488 -1.9711 0.3993
H -2.9933 -0.1917 0.5315
H 0.7851 2.1995 -0.5951
*
```

Output
HOMO energy ... -0.2866 hartree
HOMO-LUMO gap ... 7.33 eV
DFT total energy ... -30945.5889 eV
LUMO level ... -0.471 eV
Relative energy (zero: lowest compared OMol25 entry of this formula, charge and spin) ... 4.887 eV

***

(10)
An isolated ion of composition C11H19ClFN4O and charge +1, computed with wB97M-V/def2-TZVPD.

ORCA input file:
```
! RIJCOSX wB97M-V def2-TZVPD def2/J DEFGRID3
* xyz 1 1
C 3.4085 0.9172 1.0143
C 3.2529 -0.3103 0.0964
C 4.5571 -0.7906 -0.5721
N 2.1578 -0.9660 -0.1105
C 1.1035 -0.2127 -0.7619
C 1.3381 0.2604 -2.2380
C 1.4556 1.7897 -2.3738
O 0.5392 2.4336 -2.6187
F 2.6755 2.3455 -2.2313
C 0.2611 0.8191 0.1242
N -1.1451 0.5805 -0.2428
C -1.1532 -0.8550 -0.2247
N -2.0304 -1.6286 0.2959
C -3.2535 -1.0856 0.9393
C -4.2730 -0.4783 -0.0757
C -5.5835 -0.1917 0.7445
Cl -5.6094 1.5641 1.1894
N 0.0032 -1.2487 -0.8626
H 2.4831 1.0811 1.5944
H 4.1905 0.6730 1.7622
H 3.7381 1.8260 0.4779
H 5.3430 -0.7412 0.2172
H 4.8840 -0.0979 -1.3673
H 4.5045 -1.8476 -0.8764
H 0.4700 -0.0126 -2.8644
H 2.2200 -0.2264 -2.7038
H 0.5942 1.8676 0.1617
H 0.4368 0.4431 1.1531
H -1.3225 0.8952 -1.1969
H -1.9242 -2.6408 0.2951
H -3.0271 -0.2983 1.6787
H -3.7258 -1.9165 1.4947
H -4.5072 -1.2011 -0.8803
H -3.8973 0.4539 -0.5265
H -5.5609 -0.7401 1.7018
H -6.4876 -0.4748 0.1808
H -0.0681 -1.7609 -1.7356
*
```

Output
SMILES string ... CC(C)=N[C@]1(CC(=O)F)CNC(NCCCCl)=[NH+]1
HOMO energy ... -0.4342 hartree
HOMO-LUMO gap ... 8.38 eV
DFT total energy ... -34954.6370 eV
LUMO level ... -3.437 eV